(1)
8
Properties=species:S:1:pos:R:3 method="wB97M-V/def2-TZVPD" homo_energy_ev="-9.24 / -9.24" orbital_gap_ev="7.14 / 7.14" lumo_energy_ev="-2.10 / -2.10" total_charge=0
N 1.157 -0.400 -1.285
N -1.258 -0.029 -0.423
P 0.342 -0.327 -0.002
Cl 0.235 -1.428 1.561
Cl 0.705 2.124 1.945
H 2.052 -0.740 -0.911
H -1.720 0.357 0.354
H -1.514 0.442 -1.240

=====

(2)
16
Properties=species:S:1:pos:R:3 method="wB97M-V/def2-TZVPD" homo_energy_ev="-7.03 / -7.03" orbital_gap_ev="6.18 / 6.18" lumo_energy_ev="-0.85 / -0.85" total_charge=0
C 1.272 0.277 -0.238
C -0.165 1.117 -1.815
C -0.089 -1.240 1.696
C -0.475 0.049 1.692
C -1.036 0.541 0.425
N 2.418 0.043 -0.050
N 0.137 0.745 -0.453
S 0.002 2.610 -2.354
S -1.161 -1.846 -1.877
S -0.832 -0.144 -2.855
H 0.506 -1.696 2.438
H -0.028 -1.794 0.709
H -0.520 0.737 2.523
H -1.459 1.562 0.463
H -1.536 -0.299 0.158
H 2.967 -0.663 -0.462

=====

(3)
75
Properties=species:S:1:pos:R:3 method="wB97M-V/def2-TZVPD" homo_energy_ev="-9.88 / -10.04" orbital_gap_ev="6.16 / 6.84" s_squared=0.83 lumo_energy_ev="-3.72 / -3.20" total_charge=+1 multiplicity=2
Re -0.276 0.073 0.266
C -1.281 4.299 -4.588
C -0.405 3.173 -4.223
N 0.484 2.613 -4.984
N 1.074 1.673 -4.231
C 0.566 1.638 -2.975
S 1.128 0.595 -1.774
N -0.392 2.603 -2.968
N -1.294 2.905 -1.975
H -1.097 4.556 -5.627
H -1.048 5.161 -3.962
H -2.329 4.044 -4.440
H 1.817 1.099 -4.597
H -0.962 2.603 -1.045
H -1.487 3.904 -1.969
N 0.663 -1.254 2.778
P 1.742 -0.507 1.663
C 2.785 -1.797 0.916
C 4.079 -1.443 0.536
C 4.876 -2.348 -0.138
C 4.385 -3.604 -0.454
C 3.080 -3.938 -0.131
C 2.277 -3.039 0.549
C 2.900 0.256 2.838
C 2.874 1.626 3.061
C 3.728 2.183 3.999
C 4.603 1.378 4.709
C 4.632 0.011 4.484
C 3.777 -0.556 3.558
P -0.953 -1.130 2.278
C -1.948 -0.263 3.521
C -3.298 -0.593 3.641
C -4.110 0.132 4.496
C -3.584 1.189 5.224
C -2.245 1.525 5.092
C -1.426 0.809 4.236
C -1.481 -2.866 2.449
C -1.575 -3.400 3.733
C -1.808 -4.752 3.903
C -1.944 -5.581 2.799
C -1.848 -5.053 1.523
C -1.615 -3.699 1.349
H 0.954 -1.624 3.678
H 4.462 -0.459 0.770
H 5.884 -2.080 -0.416
H 5.009 -4.321 -0.966
H 2.692 -4.907 -0.415
H 1.252 -3.295 0.787
H 2.186 2.246 2.502
H 3.719 3.247 4.174
H 5.265 1.811 5.442
H 5.328 -0.610 5.028
H 3.794 -1.624 3.385
H -3.703 -1.427 3.082
H -5.157 -0.121 4.584
H -4.216 1.750 5.898
H -1.842 2.353 5.654
H -0.382 1.067 4.121
H -1.478 -2.754 4.594
H -1.875 -5.167 4.897
H -2.121 -6.638 2.936
H -1.944 -5.696 0.661
H -1.532 -3.282 0.358
N -1.526 -2.621 -2.901
C -1.373 -1.726 -1.919
O -0.489 -1.858 -1.071
C -2.319 -0.548 -1.901
C -2.327 0.074 -0.496
H -0.909 -3.418 -2.967
H -2.232 -2.501 -3.607
H -3.320 -0.856 -2.221
H -1.940 0.184 -2.622
H -2.948 -0.561 0.154
H -2.817 1.053 -0.543
S -0.316 2.212 1.078